1.
Molecular formula: C19H20Cl3N3O4
Method: DFT, ωB97M-V/def2-TZVPD

Structure (ORCA input):
```
! RIJCOSX wB97M-V def2-TZVPD def2/J DEFGRID3
* xyz 0 1
C -2.288 2.908 -2.027
O -2.023 4.233 -2.418
C -2.059 5.189 -1.387
C -0.826 5.187 -0.464
N -0.900 4.192 0.581
C -1.458 4.459 1.776
O -1.790 5.564 2.142
C -1.606 3.244 2.701
O -1.376 1.995 2.073
C -2.375 1.532 1.282
O -3.395 2.154 1.091
C -2.078 0.237 0.674
C -0.966 -0.466 0.938
C -0.604 -1.737 0.389
C -1.221 -2.568 -0.590
C -2.468 -2.347 -1.363
N -0.511 -3.661 -0.775
N 0.548 -3.597 0.035
C 1.515 -4.666 0.050
C 2.934 -4.169 -0.044
C 3.868 -4.519 0.924
C 5.175 -4.073 0.865
C 5.561 -3.251 -0.182
Cl 7.182 -2.675 -0.270
C 4.656 -2.886 -1.165
C 3.352 -3.351 -1.092
Cl 2.245 -2.895 -2.339
C 0.534 -2.460 0.751
Cl 1.745 -2.083 1.886
H -1.401 2.421 -1.598
H -3.106 2.858 -1.301
H -2.572 2.370 -2.931
H -2.961 5.063 -0.772
H -2.108 6.151 -1.901
H 0.076 5.020 -1.057
H -0.767 6.158 0.034
H -0.680 3.237 0.347
H -2.617 3.279 3.122
H -0.874 3.320 3.508
H -2.841 -0.114 0.000
H -0.252 -0.057 1.643
H -2.408 -1.419 -1.928
H -3.327 -2.295 -0.697
H -2.602 -3.177 -2.051
H 1.267 -5.292 -0.813
H 1.394 -5.257 0.963
H 3.563 -5.153 1.743
H 5.886 -4.354 1.625
H 4.959 -2.250 -1.981
*
```

Its HOMO-LUMO gap is 8.89 eV. Its HOMO energy is -8.97 eV. Its SMILES is COCCNC(=O)COC(=O)/C=C/c1c(C)nn(Cc2ccc(Cl)cc2Cl)c1Cl.

***

2.
Molecular formula: C19H20F2N4O3
Method: DFT, ωB97M-V/def2-TZVPD

Structure (ORCA input):
```
! RIJCOSX wB97M-V def2-TZVPD def2/J DEFGRID3
* xyz 0 1
C -1.423 3.860 7.283
C -1.041 2.880 6.231
C -1.476 1.549 6.089
C -0.834 1.071 4.967
C -0.864 -0.268 4.324
N -0.063 2.090 4.514
C 0.724 2.125 3.320
C -0.131 2.584 2.121
N 0.542 2.350 0.860
C 1.343 3.438 0.358
C 0.420 1.115 0.334
O -0.238 0.247 0.894
C 1.073 0.775 -0.957
C 1.002 -0.534 -1.506
C 1.688 -0.433 -2.681
C 1.995 -1.418 -3.761
O 1.369 -2.661 -3.559
C 0.014 -2.758 -3.535
C -0.502 -3.993 -3.113
F 0.376 -4.950 -2.765
C -1.852 -4.261 -3.040
C -2.758 -3.274 -3.391
C -2.296 -2.045 -3.816
C -0.936 -1.800 -3.889
F -0.552 -0.577 -4.328
O 2.135 0.824 -2.825
N 1.753 1.559 -1.759
N -0.194 3.189 5.266
H -1.146 3.487 8.268
H -2.500 4.025 7.274
H -0.915 4.803 7.102
H -2.160 1.020 6.720
H 0.049 -0.820 4.554
H -1.708 -0.836 4.706
H -0.947 -0.194 3.241
H 1.551 2.821 3.484
H 1.118 1.127 3.117
H -0.363 3.645 2.215
H -1.062 2.010 2.120
H 2.107 3.705 1.092
H 1.817 3.153 -0.576
H 0.707 4.310 0.186
H 0.514 -1.379 -1.069
H 1.745 -0.982 -4.737
H 3.066 -1.648 -3.755
H -2.174 -5.233 -2.704
H -3.817 -3.465 -3.335
H -2.972 -1.255 -4.101
*
```

Its HOMO-LUMO gap is 9.35 eV. Its HOMO energy is -8.69 eV. Its SMILES is Cc1cc(C)n(CCN(C)C(=O)c2cc(COc3c(F)cccc3F)on2)n1.

***

3.
Molecular formula: C19H20F3N3O4S
Method: DFT, ωB97M-V/def2-TZVPD

Structure (ORCA input):
```
! RIJCOSX wB97M-V def2-TZVPD def2/J DEFGRID3
* xyz 0 1
C -6.107 -1.806 -0.287
O -5.839 -0.421 -0.348
C -4.593 0.080 -0.180
C -4.532 1.473 -0.255
C -3.350 2.163 -0.121
C -2.167 1.461 0.106
C -0.887 2.131 0.260
C -0.651 3.449 -0.176
C 0.616 3.952 0.045
C 1.000 5.350 -0.385
F -0.055 6.051 -0.833
F 1.895 5.338 -1.384
F 1.535 6.063 0.611
N 1.589 3.262 0.623
C 1.267 2.027 0.988
S 2.550 1.135 1.758
C 1.769 -0.508 1.921
C 1.739 -1.277 0.613
O 0.678 -1.605 0.110
N 2.918 -1.591 0.046
C 4.233 -1.267 0.563
C 5.249 -2.255 -0.010
O 5.340 -2.189 -1.417
C 4.126 -1.826 -2.047
C 2.908 -2.262 -1.244
N 0.097 1.442 0.839
C -2.215 0.066 0.199
C -3.398 -0.637 0.055
O -3.467 -2.000 0.130
C -2.297 -2.717 0.459
H -5.565 -2.356 -1.057
H -5.863 -2.220 0.693
H -7.179 -1.892 -0.462
H -5.461 1.995 -0.424
H -3.360 3.240 -0.165
H -1.405 4.033 -0.672
H 2.335 -1.036 2.688
H 0.742 -0.347 2.248
H 4.244 -1.336 1.651
H 4.518 -0.246 0.282
H 6.247 -2.031 0.373
H 4.977 -3.275 0.300
H 4.095 -0.736 -2.194
H 4.130 -2.308 -3.028
H 2.917 -3.350 -1.104
H 1.984 -1.993 -1.761
H -1.284 -0.455 0.353
H -1.498 -2.559 -0.268
H -2.595 -3.764 0.457
H -1.931 -2.443 1.452
*
```

Its HOMO-LUMO gap is 7.97 eV. Its HOMO energy is -8.09 eV. Its SMILES is COc1ccc(-c2cc(C(F)(F)F)nc(SCC(=O)N3CCOCC3)n2)cc1OC.

***

4.
Molecular formula: C19H20F4N2O3Pt
Method: DFT, ωB97M-V/def2-TZVPD

Structure (ORCA input):
```
! RIJCOSX wB97M-V def2-TZVPD def2/J DEFGRID3
* xyz 2 5
Pt -0.150 -0.537 -0.334
C 2.229 -1.136 -2.598
C 1.166 -2.288 -2.492
N 0.552 -2.503 -1.077
C -0.687 -3.402 -1.180
C -1.449 -3.352 -2.510
C 1.617 -2.975 -0.121
C 1.832 -2.030 1.073
N 1.313 -0.643 0.848
C 1.604 0.341 1.742
C 1.372 1.655 1.331
F 1.400 1.933 -0.012
C 1.319 2.726 2.255
F 1.064 3.995 1.863
C 1.723 2.562 3.597
C 2.151 1.242 3.963
F 2.669 1.179 5.212
C 2.186 0.184 3.063
F 2.923 -0.941 3.301
H 3.120 -1.425 -3.211
H 2.595 -0.970 -1.574
H 1.738 -0.236 -2.998
H 1.545 -3.320 -2.750
H 0.338 -2.123 -3.186
H -1.406 -3.131 -0.382
H -0.405 -4.438 -0.910
H -1.607 -2.345 -2.902
H -2.465 -3.797 -2.399
H -0.878 -3.841 -3.298
H 2.560 -3.153 -0.708
H 1.243 -3.930 0.282
H 2.906 -1.952 1.330
H 1.300 -2.443 1.924
H 1.582 3.411 4.287
O -4.619 1.893 0.089
C -3.445 2.445 0.166
C -3.293 3.488 1.084
C -2.067 4.148 1.123
C -1.120 3.882 0.132
C -1.264 2.747 -0.675
C -2.368 1.905 -0.640
C -2.551 0.619 -1.343
O -3.713 0.226 -1.631
O -1.504 -0.176 -1.652
H -4.545 1.050 -0.521
H -4.112 3.757 1.724
H -1.781 4.772 1.987
H -0.226 4.509 0.079
H -0.391 2.417 -1.352
*
```

Its HOMO-LUMO gap (spin up / spin down) is 7.19 / 4.42 eV. The expectation value of S² is 6.075. Its HOMO energy (spin up / spin down) is -14.06 / -15.52 eV.

***

5.
Molecular formula: C19H20F4N4O2
Method: DFT, ωB97M-V/def2-TZVPD

Structure (ORCA input):
```
! RIJCOSX wB97M-V def2-TZVPD def2/J DEFGRID3
* xyz 0 1
N -0.205 2.937 4.881
C -0.594 1.965 3.835
C 0.518 1.842 2.762
C 0.474 0.814 1.545
O 1.197 -0.193 1.589
N 0.092 1.277 0.346
C -0.977 2.143 0.060
C -0.940 2.342 -1.359
C -0.577 1.073 -1.977
C 0.428 0.506 -0.946
C 1.780 0.578 -1.622
N 2.654 1.345 -1.191
O 3.771 1.142 -2.076
C 3.353 0.222 -2.934
C 4.211 -0.166 -4.143
F 3.790 -1.129 -4.973
C 5.104 0.999 -4.648
C 5.711 -0.206 -3.947
N 2.146 -0.216 -2.653
C -0.848 0.655 4.672
C -1.405 -0.550 3.962
C -0.485 -1.629 3.759
C -0.843 -2.646 2.854
F -0.029 -3.506 2.215
C -2.136 -2.662 2.321
F -2.426 -3.546 1.314
C -3.040 -1.657 2.733
C -2.668 -0.620 3.565
F -3.591 0.337 3.920
H 0.679 2.633 5.302
H -0.926 3.119 5.535
H -1.591 2.249 3.410
H 0.634 2.826 2.331
H 1.363 1.502 3.251
H -1.925 1.665 0.394
H -0.803 3.101 0.580
H -1.921 2.737 -1.561
H -0.239 3.194 -1.442
H -1.517 0.457 -2.056
H -0.125 1.119 -2.990
H 0.223 -0.547 -0.696
H 5.067 1.095 -5.751
H 5.205 2.019 -4.140
H 6.272 0.197 -3.148
H 6.100 -1.077 -4.495
H 0.078 0.412 5.341
H -1.553 0.955 5.491
H 0.544 -1.410 4.132
H -4.099 -1.772 2.579
*
```

Its HOMO-LUMO gap is 9.74 eV. Its HOMO energy is -9.08 eV. Its SMILES is N[C@@H](CC(=O)N1CCC[C@H]1c1noc(C2(F)CC2)n1)Cc1cc(F)c(F)cc1F.

***

The records above give, respectively, calculated total energy values of -70255.244; -37563.560; -51675.477; -43243.582; -40948.261 eV.
The records above give, respectively, largest force on an atom values of 0.9; 1.2; 0.8; 5.4; 4.5 eV Å⁻¹.
The records above give, respectively, ΔE to the lowest compared entry with this formula, charge and spin values of 1.8; 17.8; 3.2; 21.1; 63.0 kcal per mole.